# 1
Entry from OMol25: a molecular structure, C8H18F3I2LuOP2 (ωB97M-V with the def2-TZVPD basis set).

Structure (XYZ):
```
35
Properties=species:S:1:pos:R:3:forces:R:3
I 3.012984 1.552332 0.138626 -0.775 -0.531 -0.248
I 0.656682 -1.564010 -3.036203 0.273 -0.467 -1.044
Lu 0.780903 0.005623 -0.611605 1.786 1.052 0.260
P 1.196775 -1.981237 1.138803 -0.248 -0.766 0.788
C 1.963747 -3.198325 0.033604 0.126 -0.152 -0.227
C 2.335735 -1.763748 2.530497 0.231 0.293 0.234
H 2.476776 -2.708095 3.067894 -0.091 0.031 -0.216
H 0.070286 -3.623037 2.506633 -0.059 0.039 -0.082
H 1.922189 -1.032433 3.239346 0.205 -0.196 -0.287
H -0.877116 -2.121122 2.373705 0.084 -0.247 -0.070
H 2.866596 -2.770867 -0.418268 -0.122 -0.131 -0.033
H 3.313220 -1.412413 2.172800 -0.296 -0.021 0.090
C -0.255059 -2.835072 1.822164 -0.096 0.043 0.095
H 2.252525 -4.089038 0.587664 0.060 -0.066 0.134
H -0.845788 -3.289101 1.018229 0.079 0.066 0.178
H 1.259299 -3.511618 -0.747834 0.231 0.085 0.193
P -0.773157 2.073440 -1.320395 -0.967 0.685 -0.080
C -0.566413 2.002360 -3.121933 0.110 -0.061 -0.269
C -2.567420 1.924833 -1.062934 -0.073 -0.009 0.128
H -0.457623 3.871431 0.264950 0.131 -0.053 -0.373
H -1.020706 4.490836 -1.296926 0.024 -0.241 -0.069
H 0.682639 4.000927 -1.112154 -0.246 -0.111 0.139
C -0.350535 3.764591 -0.823732 0.265 0.242 0.271
H -2.777217 1.793059 0.004607 -0.061 0.055 -0.254
H -3.068335 2.832170 -1.410818 0.029 -0.100 0.004
H -1.105608 2.816767 -3.601698 -0.052 0.145 0.009
H -0.967470 1.062331 -3.522185 0.150 0.236 0.077
H -2.964975 1.069233 -1.620747 0.032 0.167 0.115
H 0.495305 2.103045 -3.376880 -0.157 -0.075 -0.070
C -1.411402 -1.197174 -0.862685 -4.677 -2.086 0.249
O -2.451425 -1.698755 -0.870737 4.109 1.922 -0.061
F -1.713858 0.145196 1.617212 2.208 0.502 -0.949
C -0.459892 0.770207 1.636617 -2.971 1.776 5.299
F -0.741287 2.107694 1.816112 0.868 -2.008 -1.361
F 0.089625 0.409971 2.848273 -0.109 -0.016 -2.572
```
Forces are in eV/Å.

The calculation puts the highest occupied orbital energy (spin up / spin down) at -0.5836 / -0.5869 Eh. Its total charge is +2.

***

# 2
Entry from OMol25: C5H5ClS2 in the gas phase (ωB97M-V with the def2-TZVPD basis set).

Structure (XYZ):
```
13
Properties=species:S:1:pos:R:3:forces:R:3
C -0.886447 -0.025719 -0.089107 -0.515 0.034 -2.286
C -0.176314 -0.274609 1.133659 1.157 -0.360 1.214
C 0.330646 0.675467 1.882852 -1.402 3.325 -3.244
C -0.260493 -0.688548 -1.287572 2.671 -0.548 0.816
C 1.099816 0.044395 -1.785621 -2.170 -1.018 -0.311
H -0.865255 0.958088 -0.450078 -0.085 1.937 0.590
H -0.112317 -1.318460 1.459364 -0.098 0.281 -0.149
H 0.330434 1.809205 1.703561 -0.326 -1.882 -0.437
H 0.711451 0.501311 2.767358 2.100 -1.353 4.384
H 1.769769 -0.727943 -2.365204 -0.980 1.877 1.168
S -0.567755 -2.210355 -1.644944 -0.059 -0.498 -0.885
S 1.184023 1.654247 -1.547107 0.918 -1.309 -0.643
Cl -2.557558 -0.397079 0.222837 -1.211 -0.488 -0.216
```
Forces are in eV/Å.

The calculation puts the highest occupied orbital energy at -0.3281 Eh. Its total charge is 0.

***

Max |F| (eV/A)
6.33, 5.05